[1]
Below is a 4-piece molecular cluster, C20H36NO12S overall, with properties calculated with ωB97M-V/def2-TZVPD.

## Properties
M: 514.6 Da
Charge: +1
HOMO level: -0.4671 hartree
Orbital gap: 10.2 eV

Element x y z (Å)
C 4.533 -3.126 1.095
C 3.551 -2.418 2.042
C 2.171 -2.283 1.392
C 1.026 -1.775 2.280
S 1.467 -0.563 3.577
C 2.263 0.750 2.699
O 0.165 -0.106 3.997
O 2.359 -1.166 4.509
C 0.243 -2.907 2.996
O -1.011 -3.148 2.398
C -1.019 -3.226 0.991
C -0.555 -1.896 0.369
N 0.019 -1.037 1.440
H 4.928 -4.036 1.541
H 4.057 -3.419 0.158
H 5.371 -2.486 0.829
H 3.942 -1.434 2.289
H 3.465 -2.962 2.979
H 2.253 -1.655 0.500
H 1.888 -3.281 1.050
H 1.509 1.504 2.499
H 3.019 1.157 3.366
H 2.702 0.413 1.763
H 0.865 -3.806 3.020
H 0.021 -2.629 4.023
H -0.437 -4.078 0.629
H -2.054 -3.398 0.711
H -1.399 -1.352 -0.047
H 0.182 -2.017 -0.418
H 0.403 -0.156 1.029
H -0.734 -0.754 2.079
C 4.069 0.626 -3.286
C 2.635 0.546 -2.849
C 1.760 1.725 -3.237
O 0.807 1.771 -2.141
C 1.388 1.227 -1.086
O 0.946 1.295 0.043
O 2.519 0.598 -1.387
H 4.616 -0.273 -3.006
H 4.106 0.730 -4.371
H 4.558 1.487 -2.831
H 2.174 -0.393 -3.162
H 1.237 1.595 -4.179
H 2.309 2.666 -3.249
C -4.151 -2.814 3.251
C -5.027 -1.758 2.632
C -5.694 -0.794 3.600
O -6.902 -0.463 2.915
C -7.215 -1.484 2.078
O -8.241 -1.606 1.500
O -6.167 -2.347 1.994
H -3.689 -3.438 2.489
H -3.360 -2.346 3.839
H -4.740 -3.462 3.900
H -4.482 -1.199 1.862
H -5.129 0.113 3.795
H -5.942 -1.286 4.544
C -2.178 5.683 -4.805
C -0.958 4.887 -4.431
C 0.309 5.689 -4.186
O 1.336 4.772 -4.594
C 0.799 3.918 -5.501
O 1.436 3.149 -6.151
O -0.539 4.041 -5.525
H -3.045 5.037 -4.922
H -2.394 6.415 -4.025
H -2.010 6.206 -5.747
H -1.160 4.230 -3.579
H 0.467 5.974 -3.151
H 0.357 6.572 -4.827

These are the Mulliken partial charges, in e, on atoms 1 to 5: -1.348 -0.344 -1.273 0.734 1.459

[2]
Below is one molecule with the formula C5H9NO, with properties calculated with ωB97M-V/def2-TZVPD.

## Properties
M: 99.1 Da
Energy above the lowest of the compared OMol25 structures with the same formula, charge and spin: 64.0 kcal/mol
HOMO level: -0.3542 hartree
SMILES: O[C@H]1C[C@]2(CN2)C1
Orbital gap: 10.6 eV

Element x y z (Å)
O -2.234 -0.852 1.135
C -1.368 -0.752 0.033
C 0.131 -1.032 0.307
C 0.467 0.354 -0.251
C 1.783 0.727 -0.821
N 1.288 1.360 0.394
C -1.013 0.669 -0.486
H -1.784 -0.466 1.898
H -1.798 -1.393 -0.740
H 0.544 -1.882 -0.246
H 0.376 -1.162 1.369
H 1.914 1.369 -1.688
H 2.565 -0.024 -0.699
H 1.736 1.004 1.231
H -1.319 1.443 0.226
H -1.372 0.947 -1.481

These are the Mulliken partial charges, in e, on atoms 1 to 5: -0.571 0.146 -0.935 0.797 -0.547

[3]
Below is a 2-piece molecular cluster, C5H11IOP overall, with properties calculated with ωB97M-V/def2-TZVPD.

## Properties
M: 245.0 Da
Energy above the lowest of the compared OMol25 structures with the same formula, charge and spin: 63.1 kcal/mol
Charge: +1
HOMO level: -0.4634 hartree
Orbital gap: 5.5 eV

Element x y z (Å)
C 0.093 -2.113 0.456
C -1.044 -1.323 1.068
C 0.739 -1.407 -0.843
C -0.958 0.053 0.540
C 0.200 1.370 -1.929
O 1.335 1.051 0.646
P 0.525 0.356 -0.443
I -0.217 3.293 2.388
H 0.893 -2.113 1.165
H -0.184 -3.093 0.280
H -1.978 -1.706 0.545
H -1.235 -1.401 2.106
H 1.961 -1.488 -0.952
H 0.216 -1.608 -1.756
H -1.567 0.883 0.973
H 0.859 1.030 -2.577
H 0.379 2.500 -1.925
H -0.851 1.269 -2.227
H 0.832 4.446 2.484

These are the Mulliken partial charges, in e, on atoms 1 to 5: -0.800 -0.578 -0.616 -0.095 -1.121